A structure of composition CH2N2O2S, computed with wB97M-V/def2-TZVPD.

Structure (XYZ):
```
8
Properties=species:S:1:pos:R:3:forces:R:3:lowdin_charge:R:1
C -3.3085 0.8308 0.2473 3.02 0.97 -0.04 -0.390
N 0.3492 0.5083 -0.3826 -1.22 0.28 -0.35 -0.135
N -4.2300 -0.1497 -0.0613 -0.26 -0.54 -0.23 -0.531
O -4.5573 -0.8780 0.8538 -0.09 -0.20 0.11 0.095
O -4.6736 -0.1318 -1.1924 -0.06 -0.08 -0.10 0.096
S -1.7463 1.1842 0.2089 -1.48 0.00 0.19 0.935
H 0.7463 0.6119 0.5481 0.01 -0.23 0.29 -0.040
H 0.2995 -0.4869 -0.5883 0.08 -0.20 0.13 -0.030
```
Positions in Å, forces in eV/Å.

Calculated values
HOMO level (alpha / beta): -9.43 / -10.49 eV
net charge: 0
lowest unoccupied orbital energy (alpha / beta): -0.061 / -0.080 Ha
electronic energy: -18972.252 eV